The following is a DFT calculation (wB97M-V/def2-TZVPD) of a structure of composition C24H19BrN9OPdS.

Geometry (Å):
Pd1 1.322 1.173 -0.329
Br1 -5.802 -6.600 -2.108
C1 -5.105 -5.751 -0.627
C2 -4.919 -4.356 -0.661
C3 -4.404 -3.711 0.430
C4 -4.070 -4.477 1.570
C5 -4.290 -5.867 1.622
C6 -4.789 -6.502 0.514
N1 -3.665 -3.850 2.712
N2 -3.203 -2.866 3.192
C7 -2.275 -1.910 2.704
C8 -2.359 -0.702 3.399
C9 -1.634 0.392 3.003
C10 -0.750 0.303 1.864
O1 -0.126 1.289 1.456
C11 -0.571 -1.011 1.215
N3 0.378 -1.069 0.270
C12 0.629 -2.250 -0.282
C13 -0.039 -3.418 0.087
C14 -1.014 -3.361 1.052
C15 -1.320 -2.119 1.633
H1 -5.198 -3.800 -1.545
H2 -4.288 -2.634 0.437
H3 -4.068 -6.414 2.529
H4 -4.964 -7.569 0.525
H5 -3.038 -0.642 4.241
H6 -1.703 1.336 3.528
H7 1.415 -2.292 -1.024
H8 0.233 -4.356 -0.379
H9 -1.498 -4.271 1.376
C16 5.856 3.405 -3.295
C17 4.986 2.213 -3.413
N4 5.006 1.338 -4.365
N5 4.031 0.433 -4.042
C18 3.403 0.733 -2.919
S1 2.123 -0.120 -2.166
N6 3.998 1.861 -2.494
N7 3.629 2.463 -1.296
H10 6.540 3.410 -4.139
H11 6.439 3.382 -2.373
H12 5.269 4.325 -3.317
H13 3.865 -0.356 -4.650
H14 4.434 2.497 -0.676
H15 3.311 3.410 -1.477
N8 -1.938 6.638 -0.836
C19 -1.091 6.031 -0.354
C20 -0.024 5.267 0.232
C21 0.758 5.765 1.271
C22 1.767 4.968 1.788
C23 1.965 3.708 1.260
N9 1.214 3.239 0.253
C24 0.233 3.992 -0.249
H16 0.570 6.755 1.664
H17 2.395 5.318 2.596
H18 2.737 3.052 1.644
H19 -0.362 3.577 -1.053

Calculated values
- expectation value of S² = 6.094
- total charge = +3
- electronic energy (eV) = -124981.597
- frontier orbital gap (alpha / beta) (eV) = 6.51 / 5.17
- spin multiplicity = 5
- E_LUMO (alpha / beta) (eV) = -9.694 / -11.503